1.
ORCA calculation (ωB97M-V/def2-TZVPD) on a cluster of 3 separate species, C5H14O2 in total.

Geometry as XYZ:
```
21
Properties=species:S:1:pos:R:3:mulliken_charge:R:1
C -1.272 -1.229 0.421 -0.02
H 1.769 -0.946 0.017 0.23
H -1.462 3.029 0.217 0.33
H 0.901 -0.141 2.881 0.28
H 2.681 -1.001 2.610 0.30
H -0.392 0.653 0.772 0.28
H 1.259 -2.252 0.886 0.21
H 2.943 0.199 -3.483 0.33
H -1.266 -2.307 0.425 0.30
C -2.767 -0.862 0.204 -1.27
H 2.041 0.625 1.913 0.23
O 2.535 -0.722 -3.476 -0.64
H -3.056 -1.476 -0.598 0.36
H -3.273 -1.253 1.108 0.29
C 1.747 -0.455 2.170 -1.00
O -1.398 3.872 -0.171 -0.62
H -2.863 0.142 0.209 0.35
H -1.258 3.829 -1.037 0.29
H 1.644 -0.645 -3.247 0.30
C 1.120 -0.982 0.942 -0.21
C -0.289 -0.414 0.680 -0.32
```

Summary:
- Net charge: 0
- Electronic energy: -9504.3446 eV
- LUMO: 0.5 eV
- E_HOMO: -9.53 eV
- Relative energy (zero: lowest compared OMol25 entry of this formula, charge and spin): 2.655 eV
- Kohn-Sham gap: 10.0 eV
- Structure (SMILES): C/C=C/CC.O.O

---

2.
ORCA calculation (ωB97M-V/def2-TZVPD) on a structure of composition C47H38BN11O3PTa.

Geometry as XYZ:
```
102
Properties=species:S:1:pos:R:3:mulliken_spin:R:1
C 15.133 7.815 14.188 0.00
C 13.498 15.225 6.106 0.00
H 15.735 10.534 7.888 0.00
N 17.449 12.744 12.980 0.00
C 13.499 15.143 7.489 0.00
C 14.571 17.237 10.581 0.00
N 23.241 13.479 10.734 0.21
C 25.884 12.884 10.391 -0.03
C 21.531 15.167 10.793 -0.01
H 13.789 6.938 12.669 0.00
C 29.917 11.263 10.819 0.00
H 12.597 14.981 5.548 0.00
H 12.173 16.847 11.411 0.00
N 17.037 11.464 13.180 0.00
H 15.259 9.405 10.392 0.00
C 10.263 14.023 11.113 0.00
N 15.371 9.722 13.069 0.00
C 16.101 12.283 9.111 0.00
H 13.093 13.013 9.619 0.00
H 10.819 12.244 10.096 0.00
C 15.795 16.122 6.261 0.00
C 18.118 10.746 13.634 0.00
H 26.695 9.030 10.497 0.00
H 20.119 18.697 11.099 0.00
C 15.215 18.746 12.449 0.00
C 20.105 15.504 10.827 0.02
H 16.689 16.455 5.726 0.00
N 15.671 11.310 11.009 0.00
H 25.793 13.991 10.278 -0.01
C 22.397 16.167 11.082 -0.03
C 21.907 13.771 10.585 0.06
C 19.205 11.577 13.681 0.01
C 24.834 11.866 10.562 0.26
H 24.228 9.761 10.435 0.00
C 20.906 12.830 10.407 0.12
C 15.726 9.034 14.210 0.00
C 13.637 12.074 14.093 0.00
C 19.567 13.088 10.438 -0.05
H 14.664 15.783 4.431 0.00
C 14.113 14.157 13.800 0.00
H 22.661 18.246 11.361 0.00
N 19.618 16.715 10.923 0.05
P 14.512 15.527 10.057 0.00
C 20.531 17.705 11.112 -0.04
C 13.934 19.557 10.509 0.00
N 14.541 8.945 12.347 0.00
C 19.173 14.401 10.624 0.12
H 13.540 18.133 8.932 0.00
O 17.854 14.724 10.722 0.01
H 21.254 11.793 10.408 -0.01
Ta 16.272 14.274 11.675 0.03
H 29.802 12.001 11.611 0.00
C 26.408 10.040 10.620 0.09
C 14.482 19.730 11.816 0.00
H 30.646 10.526 10.993 0.00
H 13.582 20.383 9.904 0.00
O 16.569 15.868 13.266 0.00
H 19.166 13.866 13.356 -0.01
H 9.300 13.625 11.332 0.00
H 14.504 20.763 12.168 0.00
C 25.107 10.441 10.536 -0.05
C 14.378 7.799 12.973 0.00
O 28.670 10.498 10.649 0.13
H 16.373 9.484 14.937 0.00
C 15.930 16.272 12.282 0.00
C 15.575 10.387 10.046 0.00
N 23.528 12.233 10.634 -0.16
B 15.664 11.128 12.608 0.00
H 23.453 15.957 11.171 0.00
C 12.842 14.996 10.567 0.00
C 11.888 15.809 11.137 0.00
H 9.874 15.949 11.917 0.00
C 15.280 17.485 11.805 0.00
C 15.779 11.001 8.845 0.00
N 14.866 13.459 12.935 0.00
C 27.483 10.997 10.618 0.15
N 15.957 12.498 10.431 0.00
N 14.618 12.154 13.167 0.00
H 27.938 13.232 10.696 0.00
C 21.942 17.450 11.242 0.04
C 13.227 13.344 14.534 0.00
H 16.650 16.226 8.277 0.00
H 20.178 11.370 14.037 0.00
H 15.718 18.965 13.374 0.00
H 15.196 6.968 14.847 0.00
H 16.222 13.149 8.483 0.00
C 14.561 15.604 8.227 0.00
H 14.173 15.248 13.746 0.00
H 30.096 11.779 9.873 0.00
C 10.625 15.324 11.460 0.00
C 27.189 12.449 10.552 0.09
H 18.738 12.360 10.480 -0.01
C 14.649 15.738 5.485 0.00
H 18.035 9.686 13.790 0.00
C 18.731 12.851 13.304 0.00
H 13.329 11.089 14.412 0.00
C 13.910 18.278 9.942 0.00
C 15.781 15.988 7.648 0.00
C 11.166 13.219 10.413 0.00
H 12.415 13.627 15.086 0.00
H 12.582 14.808 8.006 0.00
C 12.443 13.669 10.197 0.00
```

Summary:
- Net charge: +3
- ⟨S²⟩: 0.87
- Electronic energy: -83383.9735 eV
- LUMO (alpha / beta): -8.5 / -9.5 eV
- E_HOMO (alpha / beta): -14.65 / -15.19 eV
- Relative energy (zero: lowest compared OMol25 entry of this formula, charge and spin): 0.889 eV
- 2S+1: 2
- Kohn-Sham gap (alpha / beta): 6.2 / 5.7 eV

---

3.
ORCA calculation (ωB97M-V/def2-TZVPD) on a cluster of 2 separate species, C3H6N2O2S in total.

Geometry as XYZ:
```
14
Properties=species:S:1:pos:R:3:mulliken_charge:R:1
H 0.139 -1.154 -1.518 0.33
C 0.497 1.284 0.292 0.01
C -0.260 -0.119 -1.582 -0.50
N -0.624 0.738 0.675 -0.22
C -1.300 0.006 -0.420 -0.57
O 0.551 -1.192 1.982 -0.56
H -2.095 0.646 -0.672 0.37
O 2.659 -1.216 1.490 -0.59
H 1.005 1.868 1.093 0.37
H -0.822 -0.249 -2.562 0.41
N 1.517 -0.830 1.297 0.38
H -1.623 -1.097 -0.222 0.24
H -0.602 0.124 1.526 0.41
S 0.958 1.191 -1.378 -0.08
```

Summary:
- Net charge: 0
- Electronic energy: -21114.1988 eV
- LUMO (alpha / beta): -0.4 / -0.4 eV
- E_HOMO (alpha / beta): -7.74 / -7.74 eV
- Relative energy (zero: lowest compared OMol25 entry of this formula, charge and spin): 5.651 eV
- Kohn-Sham gap (alpha / beta): 7.4 / 7.4 eV

---

4.
ORCA calculation (ωB97M-V/def2-TZVPD) on a structure of composition C16H18BN7O2Ti.

Geometry as XYZ:
```
45
Properties=species:S:1:pos:R:3:mulliken_charge:R:1
H 2.610 1.123 -0.944 0.48
H 1.862 -1.264 -5.000 0.34
H 1.106 -1.819 -1.798 0.44
H -2.836 0.281 -0.997 -0.05
C -0.266 1.016 -2.398 -0.71
C 3.409 0.026 2.631 -0.87
C -1.023 -2.775 0.555 -0.26
N 0.217 0.106 -1.487 0.81
B -3.117 0.193 0.172 0.22
N 0.512 -0.703 -3.516 0.09
N -2.454 1.419 0.891 -0.27
C 0.675 -0.920 -2.211 -0.43
H -0.340 0.924 -4.611 0.48
C 4.449 0.488 1.833 -0.30
H -4.039 2.421 1.851 0.52
C -0.084 0.513 -3.655 -0.61
H 5.453 0.541 2.227 0.48
H 1.005 -2.597 -4.209 0.33
C -3.011 2.433 1.542 0.02
C 0.926 -0.474 2.891 0.30
C 2.135 -0.014 2.089 0.80
H -0.129 -3.303 0.251 0.49
O 1.004 -0.938 3.987 -0.52
H -3.927 -2.071 1.843 0.53
C -0.893 2.924 1.177 -0.36
C 2.855 0.808 0.067 -0.09
H -4.264 0.167 0.427 -0.07
N 1.845 0.366 0.829 0.36
N -2.442 -1.121 0.687 0.03
C 4.162 0.880 0.530 -0.84
Ti -0.219 0.078 0.467 -0.09
C 0.904 -1.582 -4.585 -0.82
H -2.194 4.381 2.203 0.46
H 0.092 3.364 1.116 0.52
C -2.971 -2.139 1.360 -0.05
H 4.937 1.238 -0.131 0.45
H -2.248 -4.197 1.722 0.47
H 0.156 -1.564 -5.376 0.35
H 3.557 -0.303 3.651 0.55
C -2.099 -3.226 1.296 -0.99
O -0.160 -0.284 2.183 -0.33
N -1.160 1.713 0.642 0.52
N -1.254 -1.504 0.169 0.08
H -0.693 1.963 -2.107 0.53
C -2.050 3.429 1.736 -0.99
```

Summary:
- Net charge: +2
- Electronic energy: -55189.8040 eV
- LUMO: -7.8 eV
- E_HOMO: -15.95 eV
- Kohn-Sham gap: 8.2 eV

---

5.
ORCA calculation (ωB97M-V/def2-TZVPD) on a structure of composition C21H26AlBr2CaF11KN2O12P2S.

Geometry as XYZ:
```
80
Properties=species:S:1:pos:R:3:mulliken_charge:R:1
H -1.076 -1.141 -7.158 0.07
F 3.694 -0.275 0.995 -0.25
Ca 5.937 1.209 4.017 1.80
O 4.004 1.054 6.187 -0.06
O 5.042 -2.792 10.060 -0.62
C -1.964 0.736 -1.470 -0.35
C -3.423 -2.098 -5.021 -0.08
C -0.296 2.219 6.078 -0.62
H -4.919 0.381 -7.508 0.38
C -3.041 0.519 -8.548 -0.35
O -0.852 0.058 -4.837 -0.32
C 1.318 1.979 3.387 -0.60
S 6.060 -1.735 9.981 1.12
C -4.480 0.673 -10.860 -0.35
N 3.115 0.062 6.503 0.24
N -2.358 0.632 -9.708 -0.51
C -3.340 -3.185 -3.967 -1.33
C -1.104 2.087 4.799 0.55
H -3.382 2.250 4.125 0.39
H -1.663 -0.163 -0.924 0.30
F 4.395 0.010 11.230 -0.22
H -0.738 1.981 7.143 0.24
O 1.885 3.559 6.813 -0.45
O 6.762 -1.708 8.690 -0.65
F 4.443 0.312 -1.775 -0.30
C -0.909 1.826 -1.389 -0.75
F 5.930 0.978 10.008 -0.23
P 4.137 -0.501 -0.481 0.80
C -3.095 0.706 -10.839 -0.20
H 0.987 -0.902 -4.897 0.30
O -0.236 -0.819 -2.732 -0.62
H 3.742 0.541 4.131 0.46
H -5.020 0.739 -11.797 0.36
H -2.298 -3.432 -3.738 0.38
Br 3.537 5.161 7.043 -0.17
H -2.426 0.464 -7.654 0.79
C -0.269 2.506 3.413 0.33
H 0.701 0.346 -6.110 0.37
H 1.805 1.513 2.419 0.36
H -3.812 -2.861 -3.034 0.33
H -0.594 -2.418 -6.037 0.24
C 1.299 2.704 5.971 0.39
O -2.260 0.439 -2.824 -0.30
H -3.026 1.477 5.899 0.36
K -5.571 -0.209 5.773 1.04
H -2.882 -2.392 -5.923 0.22
O 6.970 -1.723 11.134 -0.60
H -4.471 -1.958 -5.307 0.34
H -6.239 0.524 -9.626 0.36
F 2.781 0.128 -0.923 -0.22
C 2.126 2.058 4.670 0.29
H -2.523 0.794 -11.758 0.37
O 3.683 -1.018 6.572 -0.24
P -1.516 -0.828 -3.603 0.90
H -0.008 1.563 -1.948 0.26
F 5.181 -1.553 -0.965 -0.16
H 0.568 -1.821 -7.231 0.43
C -5.154 0.554 -9.649 -0.25
H -3.832 -4.097 -4.317 0.40
C 3.692 1.527 4.797 -0.57
H -2.887 1.095 -1.003 0.34
H -0.631 2.021 -0.349 0.07
Al -4.271 -3.918 5.466 0.72
C 0.233 -0.483 -5.568 -0.40
C -0.243 -1.523 -6.560 -0.83
F 4.211 0.023 9.050 -0.19
C -4.423 0.475 -8.468 -0.62
Br -3.763 -1.464 5.028 -0.42
C -2.648 0.016 4.181 0.58
F 5.337 -3.221 -1.846 -0.13
O -1.863 -0.299 3.129 -0.35
H 4.449 2.355 4.464 0.34
F 3.413 -1.880 -0.427 -0.30
C 5.116 -0.125 10.071 0.52
O -2.946 -0.839 -4.576 -0.21
O -0.821 3.241 2.427 -0.50
C -2.667 1.580 4.775 -0.66
F 5.310 0.261 0.206 -0.33
H -1.286 2.756 -1.829 0.30
F -4.639 -6.713 4.544 -0.70
```

Summary:
- Net charge: +1
- Electronic energy: -290460.8623 eV
- LUMO: -8.5 eV
- E_HOMO: -9.75 eV
- Kohn-Sham gap: 1.3 eV